Here is a 5-piece molecular cluster, C19H50NO23P5S2 overall from the Open Molecules 2025 dataset. Energies are from ωB97M-V/def2-TZVPD.

Last column: Löwdin charge in e.
Geometry (Å):
S: 0.815874 -4.862270 -0.035117  0.884
S: 2.481982 -4.440892 -3.688920  0.575
P: -2.534917 2.797270 -0.537336  0.317
P: 7.381701 -0.526183 -3.781446  0.318
P: -6.800477 0.852730 5.317999  0.318
P: 1.644370 6.800292 3.412363  0.321
P: -0.374656 -3.109248 -2.078374  0.841
O: -1.337033 3.786705 -0.820277  -0.202
O: -3.588773 2.838786 -1.542566  -0.218
O: -5.803683 0.825282 4.257078  -0.215
O: 2.433093 -3.366146 -4.599065  -0.201
O: 6.731227 0.370260 -2.649816  -0.204
O: 1.329289 -5.522892 -3.953786  -0.128
O: -3.071922 -6.623571 -3.465109  -0.050
O: 0.098376 -2.128376 -0.876613  -0.289
O: -7.155498 2.279995 5.894428  -0.210
O: 1.236404 8.302708 3.686665  -0.202
O: 8.458058 -1.385550 -3.310084  -0.213
O: -8.231897 0.287363 4.909438  -0.221
O: 3.105924 6.884512 2.786226  -0.221
O: 1.929854 6.225964 4.856104  -0.209
O: -6.393222 0.026251 6.603299  -0.203
O: 2.096100 -4.162525 -2.160941  -0.248
O: 6.157983 -1.279975 -4.457071  -0.214
O: 7.780067 0.525503 -4.895899  -0.214
O: 3.779706 -4.982525 -3.680006  -0.216
O: -2.972197 3.154495 0.937116  -0.207
O: 0.036161 -2.271097 -3.419363  -0.236
O: -1.847510 1.371006 -0.345941  -0.222
O: 0.676291 6.061212 2.614173  -0.210
N: 3.325124 -7.113077 -0.713243  0.117
C: 5.615690 1.212807 -2.960483  -0.092
C: 5.376636 -2.162733 -3.632553  -0.082
C: -1.115032 0.830872 -1.453106  -0.093
C: -2.062801 -4.771173 -4.517025  -0.028
C: -0.192555 3.796980 0.049068  -0.083
C: 2.129393 9.169568 4.397937  -0.088
C: -1.996582 -5.682684 -3.288466  -0.422
C: -4.281011 2.745102 1.367902  -0.082
C: -8.325124 -1.098243 4.556213  -0.089
C: 1.921492 4.798931 5.022854  -0.082
C: -0.709738 -6.507052 -3.230138  -0.066
C: 8.755003 0.126253 -5.869924  -0.088
C: 0.743767 -4.657713 -1.849795  -0.740
C: 1.300448 -7.137254 -2.039231  -0.130
C: 3.259961 7.588071 1.546668  -0.088
C: 2.801236 -7.094495 -1.851777  -0.247
C: -7.166208 3.388191 4.979365  -0.081
C: 0.641901 -5.907293 -2.744774  -0.427
C: -7.310734 -0.093874 7.698084  -0.088
H: 0.082902 -2.898158 -4.160566  0.042
H: -0.037707 4.807643 0.417978  0.072
H: -7.342740 -1.563443 4.474277  0.089
H: 4.754961 0.874792 -2.384394  0.088
H: -6.175465 3.837011 4.945359  0.091
H: 4.384002 -1.731948 -3.504066  0.085
H: 9.749741 0.384353 -5.511712  0.090
H: 1.105990 -7.959388 -2.728814  0.128
H: -1.247596 1.423368 -2.358576  0.094
H: -0.411327 -5.324893 0.269488  -0.093
H: 5.860285 2.233072 -2.672628  0.089
H: -1.358871 -5.118854 -5.266795  0.087
H: 2.578945 -7.145166 -0.020061  0.023
H: 3.838904 8.493358 1.727303  0.087
H: -1.459244 -0.182078 -1.636903  0.063
H: 8.552517 0.669697 -6.789658  0.086
H: -3.429675 -6.869848 -2.604210  0.094
H: 2.298168 7.859197 1.111069  0.090
H: 5.286984 -3.120013 -4.131681  0.073
H: -8.904088 -1.616473 5.320359  0.087
H: 5.832288 -2.310375 -2.652817  0.097
H: -8.839568 -1.180055 3.601985  0.090
H: 2.431251 9.977316 3.732481  0.089
H: -0.538459 -6.885110 -4.230895  0.138
H: -4.252150 2.580127 2.442006  0.078
H: -4.995076 3.536584 1.146005  0.090
H: 3.800749 6.951867 0.850426  0.090
H: 2.252602 4.288295 4.120121  0.087
H: 2.596582 4.552863 5.838405  0.088
H: 3.467756 -7.077302 -2.698216  0.100
H: -1.951565 -3.725001 -4.269144  0.047
H: 0.766848 -7.387788 -1.137346  0.101
H: 8.706719 -0.942868 -6.069928  0.087
H: -0.632852 -2.108047 -0.244463  0.057
H: 0.679747 3.488087 -0.527448  0.087
H: -3.048283 -4.893409 -4.945867  0.086
H: 1.600198 9.588286 5.250666  0.091
H: -6.817304 0.251437 8.603520  0.091
H: -7.460319 3.077911 3.977970  0.087
H: -8.217750 0.487662 7.539939  0.087
H: -0.057031 0.805166 -1.194750  0.089
H: -0.314220 3.124855 0.896796  0.087
H: 0.915536 4.471886 5.277656  0.092
H: -7.576549 -1.143866 7.813765  0.089
H: -2.222156 -5.139295 -2.380671  0.099
H: -7.879293 4.120674 5.348340  0.088
H: -4.594788 1.824812 0.878818  0.088
H: 5.365130 1.189301 -4.020032  0.086
H: 3.017751 8.646418 4.748749  0.087
H: -0.934017 -7.382927 -2.636574  0.117

Atomic forces in eV per Å
0.33 -0.31 0.27
1.52 -0.49 0.21
0.11 0.15 0.11
-0.16 0.02 -0.01
-0.09 -0.03 0.15
0.08 0.16 0.08
-3.16 -0.53 0.39
-0.09 -0.06 0.04
-0.07 0.05 -0.27
0.28 -0.10 -0.15
-2.16 1.08 -0.29
0.09 0.03 -0.08
0.57 0.82 -0.03
-0.10 -0.26 0.07
0.74 0.14 -0.60
-0.17 -0.04 -0.07
0.00 -0.11 0.05
0.17 -0.08 0.23
-0.05 0.10 0.10
0.04 -0.01 0.13
0.17 -0.03 -0.08
0.00 0.10 -0.05
-0.05 -0.13 -0.44
-0.03 0.14 -0.05
-0.11 -0.06 -0.09
0.91 -1.56 0.64
0.04 -0.19 0.02
0.86 -0.68 0.69
0.03 -0.04 0.11
-0.24 -0.03 -0.22
0.52 -0.23 0.72
-0.16 0.08 0.06
-0.04 -0.04 0.10
0.07 0.05 -0.08
-0.12 -0.43 0.31
0.25 0.11 0.03
0.07 0.18 0.04
-0.63 -0.30 -0.64
-0.20 0.02 0.20
-0.05 -0.13 -0.05
-0.02 -0.19 0.12
-0.33 0.90 0.58
0.14 0.04 -0.15
0.59 1.81 -0.24
0.95 0.11 -1.95
0.05 0.06 -0.12
-0.68 -0.04 0.44
0.01 0.22 -0.06
-1.03 -1.54 0.66
-0.07 -0.10 0.16
0.16 0.44 -0.19
-0.09 0.00 0.04
0.02 0.05 -0.04
0.02 -0.02 0.01
0.02 -0.05 -0.04
0.01 0.03 -0.05
0.00 -0.06 0.04
0.02 -0.16 -0.12
-0.08 0.00 0.01
-0.05 0.05 -0.58
0.06 -0.02 0.00
0.25 0.30 -0.15
0.14 0.12 0.31
0.00 -0.01 0.03
-0.08 0.02 -0.03
-0.10 0.05 0.06
0.13 0.01 -0.14
-0.02 -0.06 0.01
0.07 -0.01 -0.07
0.00 0.03 0.01
0.08 -0.01 -0.04
0.02 0.06 -0.02
-0.03 -0.01 -0.02
0.19 -0.11 -0.22
0.13 -0.02 -0.01
0.01 -0.02 -0.09
-0.02 -0.05 0.03
-0.02 0.03 -0.03
0.03 0.13 0.01
-0.09 0.03 -0.43
0.22 0.23 -0.07
-0.04 0.22 0.39
0.00 -0.01 0.04
0.21 0.10 -0.04
-0.04 -0.02 -0.04
-0.26 0.09 -0.08
-0.05 -0.05 -0.01
0.05 0.03 -0.04
0.02 -0.04 0.01
0.03 0.03 -0.04
0.00 -0.03 0.02
-0.08 0.01 0.00
-0.02 0.01 -0.07
0.03 0.00 -0.02
0.37 0.30 0.23
-0.03 -0.08 0.10
0.02 0.01 -0.03
0.05 -0.02 -0.01
-0.03 -0.06 -0.01
-0.01 -0.09 0.34

The calculation puts the molar mass at 879.60 g mol⁻¹. Its multiplicity is 1. As for the frontier orbital gap: 8.79 eV. Its energy above the lowest of the compared OMol25 structures with the same formula, charge and spin is 0.000 eV. The LUMO energy comes out at -0.165 eV. The SMILES is [H]/N=C\C[C@]1(C[C@@H](C)O)OS(=O)(=O)O[C@@]1(S)P(O)O.COP(=O)(OC)OC.COP(=O)(OC)OC.COP(=O)(OC)OC.COP(=O)(OC)OC. The strongest force on any atom is 3.2 eV/A. The total energy comes out at -137218.4019 eV.